Record 1
The following is a DFT calculation (ωB97M-V/def2-TZVPD) of a molecular structure, C41H51BBrN6O2PbS3.

Last column: Löwdin charge in e.
Geometry (Å):
H 3.41 -4.42 -2.75  0.050
H 1.05 -3.35 -7.77  0.099
C 4.65 0.18 -1.05  -0.189
H -0.30 4.43 2.33  0.090
H 1.89 -5.57 -4.15  0.063
H 3.50 -4.61 -6.73  0.106
H 2.47 -3.92 3.21  0.093
H -1.65 -1.15 3.77  0.120
H 1.29 -5.09 -7.76  0.105
H -2.46 -5.82 0.36  0.094
H 5.38 -3.17 -4.02  0.080
H 4.97 2.27 -1.38  0.099
H 0.88 -6.93 -2.16  0.079
C -1.89 -6.64 -0.08  -0.030
H -1.85 4.59 3.13  0.110
C 0.88 -4.26 -7.19  -0.040
H -2.03 -6.34 -2.81  0.102
H 0.84 -3.49 3.67  0.089
C -5.56 0.06 -1.81  -0.587
H 6.82 -2.70 -3.10  0.095
H -7.80 -2.34 -0.99  0.127
C -0.81 -6.12 -1.04  -0.539
H 1.93 -6.33 -5.74  0.105
N 1.03 -2.15 -2.87  0.058
H 6.48 -4.40 -3.38  0.110
H -1.64 -0.27 -5.96  0.107
H -0.45 -8.07 -1.89  0.104
H -0.19 -4.43 -7.09  0.098
Pb 0.13 0.48 0.88  1.125
H -2.20 -4.76 -2.03  0.083
C -4.37 -0.62 -1.47  -0.178
C 0.43 -5.18 1.00  0.106
C -1.32 4.04 2.35  -0.018
H -2.58 -7.27 -0.64  0.102
H 3.61 -3.96 -5.09  0.053
C 4.15 -4.64 -1.98  -0.025
C -4.45 -1.93 -0.98  -0.025
O -2.03 -0.91 -1.74  -0.344
S 2.38 1.54 -0.25  0.667
H 0.38 -5.85 -5.05  0.089
C 4.55 -2.21 -1.61  -0.087
H 5.62 -3.79 0.26  0.098
H -1.81 4.27 1.41  0.094
C 3.07 -3.89 -6.03  -0.018
H -3.54 -2.45 -0.72  0.107
H -7.69 -0.06 -1.92  0.115
N 0.40 -4.02 -1.06  0.193
C 1.43 -4.20 3.08  -0.041
C 0.02 -5.05 -0.36  -0.180
C 6.14 -3.83 -0.69  -0.008
H -0.38 -2.28 -6.36  0.136
H -3.36 2.32 1.91  0.136
C -5.67 -2.55 -0.81  -0.051
C -6.84 -1.87 -1.13  -0.027
C -0.29 1.93 3.29  -0.136
C 1.04 -4.14 1.64  -0.229
C -0.40 0.59 3.70  -0.179
N 3.25 -2.08 -1.55  0.248
H 6.54 -4.84 -0.81  0.108
C 0.13 -7.27 -1.44  -0.012
C -1.49 -5.55 -2.30  -0.037
C -1.37 2.58 2.66  -0.322
S -0.56 -0.17 -1.97  0.990
B 1.74 -2.13 -1.49  -0.649
C -1.58 -0.34 -4.87  -0.003
C 1.43 -5.57 -5.14  -0.025
C -2.61 0.49 2.76  -0.075
H -3.52 -0.05 2.57  0.123
C 6.02 -3.43 -3.17  -0.003
S 1.77 -1.51 1.67  0.669
N 1.07 -3.02 -0.46  0.053
C 5.41 1.43 -0.83  -0.031
C 1.58 -4.21 -5.83  -0.535
C -0.53 -1.32 -4.47  -0.177
H -2.57 -0.66 -4.51  0.110
N 1.51 -3.04 -3.71  0.214
H 3.63 -4.78 -1.03  0.091
C 3.21 0.19 -0.86  -0.641
C 5.26 -1.00 -1.38  0.118
H 0.65 -7.67 -0.56  0.094
C -1.55 -0.13 3.43  -0.124
H -1.47 -7.25 0.72  0.088
H 0.41 0.15 4.27  0.120
H -5.72 -3.56 -0.43  0.115
Br -5.56 1.78 -2.57  0.872
C -0.02 -2.26 -5.34  0.130
H -1.39 0.65 -4.46  0.093
H -0.75 -5.13 -2.98  0.052
C -2.52 1.83 2.39  -0.049
H 6.99 -3.14 -0.66  0.094
C 0.03 -1.32 -3.17  -0.326
H 1.28 -5.20 3.48  0.100
H 0.58 2.51 3.57  0.132
C -3.06 0.03 -1.56  -0.512
H 4.64 -5.58 -2.22  0.109
H 6.34 -1.02 -1.46  0.146
C -6.78 -0.58 -1.64  -0.094
H 0.24 -6.11 1.53  0.142
N 2.61 -0.95 -1.18  0.117
H 5.38 1.72 0.23  0.110
C 0.99 -3.14 -4.93  -0.145
H 3.21 -2.89 -6.45  0.101
C 5.20 -3.53 -1.87  -0.522
H 6.45 1.32 -1.13  0.103
O -2.77 1.19 -1.45  0.040
C 1.26 -2.96 0.88  -0.556

Results
**Charge**: +3

Record 2
The following is a DFT calculation (ωB97M-V/def2-TZVPD) of a molecular structure, C6H9BrN2O4S2.

Last column: Löwdin charge in e.
Geometry (Å):
C -3.10 -0.59 0.14  -0.102
S -1.41 -0.72 -0.52  0.496
H 1.08 -1.57 2.61  0.094
Br -0.99 2.66 -1.47  0.929
N -0.51 0.32 0.37  -0.233
C 0.68 1.87 -1.56  -0.654
O -0.94 -2.07 -0.23  -0.338
O 1.27 3.28 -3.23  0.079
C 0.95 -1.27 1.62  -0.241
C 2.13 -0.93 0.81  -0.391
H -3.81 -1.18 -0.52  0.107
H 2.67 -0.02 1.15  0.094
O 2.83 2.06 -2.33  0.054
C 0.89 0.76 -0.92  -0.425
S 1.90 -0.64 -1.03  1.017
H 0.40 -2.06 1.14  0.073
N 1.68 2.52 -2.43  -0.410
H -3.34 0.40 0.06  0.008
C -0.12 -0.10 1.66  -0.246
H -2.93 -0.94 1.20  0.076
H -0.98 -0.56 2.35  0.155
H 2.81 -1.75 0.78  0.066
O -1.38 -0.30 -1.85  -0.337
H 0.23 0.83 2.19  0.128

Record 3
The following is a DFT calculation (ωB97M-V/def2-TZVPD) of C5H7NO in the gas phase.

Last column: Löwdin charge in e.
Geometry (Å):
O 0.94 1.50 0.51  -0.061
C -1.69 -0.94 0.13  -0.081
H 0.71 1.48 -1.62  0.142
N -1.74 0.49 0.34  0.035
H -2.22 1.12 -0.29  0.110
C 1.70 -0.25 -0.35  -0.046
H 2.73 0.10 -0.26  0.115
C 0.69 0.81 -0.75  -0.169
H -1.97 -1.52 -0.75  0.087
H -2.11 -1.42 1.04  0.100
H 0.97 -0.22 1.92  0.145
C 0.82 0.09 0.88  -0.199
H 1.62 -1.22 -0.84  0.110
C -0.46 0.00 0.05  -0.289

Record 4
The following is a DFT calculation (ωB97M-V/def2-TZVPD) of a molecular structure, C39H31CaF10N9O2.

Last column: Löwdin charge in e.
Geometry (Å):
C -1.61 -0.45 2.59  -0.220
C 2.15 -1.29 -1.49  -0.037
F -5.30 -7.37 1.08  0.106
C 5.65 6.11 -0.98  -0.013
C 2.25 3.55 -1.18  -0.172
C -0.41 -1.18 2.71  -0.155
H -2.21 -3.40 1.88  0.130
H -6.31 -2.98 -0.74  0.121
C -3.24 -5.11 -1.62  -0.177
C -3.02 -6.47 -1.56  -0.165
F -1.74 0.63 6.09  0.110
F -3.19 0.79 3.90  0.072
C 0.31 -1.31 3.88  -0.157
C 0.81 1.11 -1.37  -0.127
N -1.24 2.38 -1.46  0.093
H -3.12 1.26 -1.83  0.038
H 0.18 -2.09 -1.56  0.080
C 0.10 4.81 -1.23  0.003
H -0.40 -6.26 0.92  0.100
C -5.43 -2.40 -0.45  -0.255
H -4.00 0.22 -2.95  0.091
N 0.10 -0.03 -1.43  0.125
H -4.99 1.32 0.29  0.124
H 4.71 6.65 -1.06  0.115
H -4.90 -0.26 1.07  0.113
C -1.89 3.52 -1.44  -0.133
H 8.94 4.11 -0.72  0.102
C -0.11 -0.68 5.04  -0.162
H -4.88 1.45 -2.04  0.094
C -1.28 0.05 4.98  -0.152
H -5.47 -1.30 -2.27  0.116
N -4.18 -3.07 -0.82  -0.131
H 10.57 5.50 -1.53  0.095
N -0.26 -5.43 0.38  0.218
N 4.23 2.66 -1.15  0.180
H -6.38 -0.50 -0.97  0.126
C -3.03 0.76 1.01  -0.232
C -4.62 -6.64 0.18  -0.157
C -4.82 -5.27 0.12  -0.151
H -0.54 -5.16 3.18  0.093
C 10.41 6.13 -0.65  -0.079
F -2.56 -4.42 -2.55  0.072
C -5.47 -1.07 -1.20  -0.200
H -2.97 3.46 -1.52  0.105
Ca -2.36 -1.69 -0.48  1.412
C 6.85 6.78 -0.90  0.010
H -1.86 -6.20 2.59  0.085
C -1.04 -4.35 0.56  -0.597
C 2.89 2.35 -1.23  -0.134
H 6.82 2.94 -0.86  0.104
H 10.47 5.52 0.25  0.095
H -2.22 -4.85 3.64  0.095
H 11.19 6.89 -0.62  0.093
H 6.89 7.86 -0.91  0.123
C -4.38 0.41 0.39  -0.190
H 5.00 2.01 -1.18  0.142
O -1.08 -3.44 -0.29  -0.182
H 0.12 -5.55 -0.55  0.123
C 0.10 2.40 -1.36  -0.135
O 9.18 6.82 -0.73  -0.076
C -2.01 0.15 3.81  -0.140
H -1.86 5.67 -1.30  0.106
N 3.14 4.59 -1.08  0.193
C 6.81 4.02 -0.88  -0.026
F -2.13 -7.04 -2.39  0.099
F 0.58 -0.80 6.18  0.103
H -2.44 1.32 0.28  0.080
C -3.71 -7.26 -0.65  -0.166
C -1.27 4.77 -1.32  -0.041
C 0.81 3.60 -1.25  -0.077
H -5.53 -2.22 0.62  0.098
N -1.77 -4.29 1.70  0.057
N -4.27 -0.26 -0.93  -0.324
F 0.08 -1.79 1.60  0.059
C -4.06 0.73 -1.99  -0.086
C 5.61 4.71 -0.98  -0.157
C 0.76 -1.18 -1.50  -0.140
C 8.03 4.68 -0.80  -0.013
F -5.64 -4.74 1.05  0.077
C -1.57 -5.18 2.83  -0.054
H 2.62 -2.26 -1.54  0.111
F 1.45 -2.03 3.88  0.102
C 2.22 1.09 -1.33  -0.075
C 2.89 -0.14 -1.39  -0.002
H 3.97 -0.18 -1.36  0.114
H -3.21 1.44 1.84  0.108
N -2.27 -0.46 1.40  -0.153
C -4.13 -4.43 -0.76  -0.235
C 4.32 4.02 -1.07  -0.263
C 8.05 6.07 -0.81  -0.279
H 0.64 5.74 -1.14  0.118
F -3.50 -8.59 -0.59  0.096

Record 5
The following is a DFT calculation (ωB97M-V/def2-TZVPD) of C21H21NO6S in the gas phase.

Last column: Löwdin charge in e.
Geometry (Å):
H -1.42 2.64 -3.27  0.152
C -0.07 -2.39 0.74  -0.102
C -1.96 1.98 0.60  -0.041
C 0.26 -0.95 1.02  -0.088
C -0.20 -1.58 3.39  -0.183
O -0.99 1.07 1.12  0.005
C 0.59 2.64 -0.61  -0.020
H 0.84 3.92 -3.15  0.120
N -0.60 2.42 -1.41  -0.038
H 1.68 1.00 2.30  0.117
H -2.97 1.58 0.77  0.147
H 0.64 -2.35 -1.27  0.108
C 1.24 0.59 4.35  -0.083
C -0.41 0.74 -3.19  -0.128
H -0.99 0.13 -2.51  0.096
H -0.07 -4.66 -1.76  0.103
H -1.56 -5.03 2.23  0.118
O 1.79 -0.53 -4.07  -0.313
C 1.17 0.35 2.99  -0.026
H -0.64 -2.01 5.43  0.119
C -0.49 2.23 -2.86  -0.299
O -0.89 -2.69 3.00  0.077
C -0.87 -4.99 0.20  -0.080
C 1.97 2.07 -3.37  -0.193
C -0.13 -1.34 4.76  0.006
O 1.71 0.01 -1.69  -0.333
O -1.50 -0.36 -0.52  0.141
H 0.47 3.00 -4.59  0.125
C 0.71 2.91 -3.53  -0.161
C 0.15 -2.95 -0.51  -0.010
H 1.16 -0.66 0.46  0.147
H 2.60 2.36 -2.54  0.095
S 1.36 0.37 -3.04  0.699
C -0.85 -0.08 0.45  -0.405
H -1.84 2.90 1.17  0.142
C 0.58 -0.25 5.24  -0.081
C -0.25 -4.24 -0.79  -0.074
H 0.62 -0.06 6.30  0.103
C -1.08 -4.46 1.45  0.003
C -1.84 2.22 -0.91  -0.448
C -0.68 -3.16 1.73  -0.181
H 1.81 1.42 4.73  0.100
H 1.23 1.76 -0.61  0.072
C 0.44 -0.72 2.50  -0.105
H -1.20 -6.00 -0.02  0.103
H -0.68 0.54 -4.22  0.119
H 1.14 3.50 -1.00  0.095
O -2.84 2.24 -1.60  0.084
H 2.56 2.02 -4.28  0.101
H 0.31 2.87 0.41  0.095

Results
**SMILES string**: CN(C(=O)COC(=O)C1c2ccccc2Oc2ccccc21)[C@H]1CCS(=O)(=O)C1

Record 6
The following is a DFT calculation (ωB97M-V/def2-TZVPD) of 2 unconnected molecules or ions with the total composition C3H11N2O.

Last column: Löwdin spin population.
Geometry (Å):
H 0.62 2.29 2.34  0.001
H -2.08 -0.98 1.32  0.002
N 0.07 -0.49 -1.02  0.189
H -0.36 -2.15 0.21  0.000
H -1.70 0.42 0.28  0.001
H 1.41 -0.55 0.71  0.022
H -0.28 0.40 -1.42  0.031
H 0.35 2.69 1.00  0.001
O 0.28 1.95 1.57  0.017
C -1.98 -0.61 0.30  0.005
N 2.27 0.25 -0.92  0.153
C 1.14 -0.22 -0.33  0.520
H -1.53 -1.91 -1.26  0.007
H 3.20 -0.15 -0.73  0.019
H 2.42 1.15 -1.35  0.020
H -2.92 -0.69 -0.25  0.000
C -0.92 -1.41 -0.46  0.012

Results
**2S+1**: 2
**Expectation value of S²**: 0.753

Calculated total energy in order - -6057.42758 -4014.63540 -324.52989 -3824.43121 -1717.23930 -305.53499 Eh
Calculated ΔE to the lowest compared entry with this formula, charge and spin in order - 165.4 29.2 510.9 128.2 99.9 96.7 kJ/mol